# C32H83HgN4O12

A structure of composition C32H83HgN4O12 at a distorted geometry (wB97M-V/def2-TZVPD, the Open Molecules 2025 dataset).

Properties
Molecular weight in g mol⁻¹: 916.622
Calculated total energy in hartree: -2543.721541
Total charge: +1

XYZ file:
```
132
Properties=species:S:1:pos:R:3:forces:R:3:lowdin_charge:R:1
Hg 2.232388 1.243771 -2.295674 0.6 -0.7 2.2 1.282
C -0.847607 1.438070 0.505043 0.6 -1.1 1.6 -0.060
C 0.593687 0.966188 0.842438 0.3 0.7 -1.6 -0.390
O 1.549632 1.405894 -0.091346 0.9 0.7 -0.4 -0.419
H -1.463522 0.708470 1.030820 -0.6 -0.4 -0.5 0.047
H -1.056205 1.483924 -0.563829 0.0 0.1 0.3 0.049
H -1.119309 2.315380 1.092069 0.4 0.6 -0.7 0.037
H 0.701298 -0.117598 0.886266 -0.6 -0.4 0.3 0.078
H 0.861104 1.371859 1.818154 0.0 0.0 0.3 0.087
C -1.016596 1.076805 -3.303554 -0.2 -0.6 0.4 -0.052
O 0.282573 0.439932 -3.188119 -0.6 -1.1 -1.9 -0.323
C 0.323491 -0.894009 -3.823796 1.9 0.1 0.9 -0.122
C 1.839303 -1.365490 -3.860539 -1.0 0.0 -0.9 -0.176
N 2.588493 -1.160715 -2.611279 -0.7 0.8 -1.7 -0.099
C 2.013763 -2.003504 -1.615812 -1.9 -0.5 0.1 -0.249
C 2.887293 -2.005539 -0.443457 0.7 0.1 -0.1 -0.164
O 4.137266 -2.536949 -1.009241 -2.4 0.0 0.7 -0.182
C 5.065436 -2.804733 -0.025832 1.3 0.0 0.4 -0.118
H -1.619235 0.828343 -4.177172 0.7 -0.4 -0.5 0.096
H -0.904934 2.160601 -3.335245 0.1 -0.2 0.6 0.089
H -1.587745 0.648708 -2.479767 -0.2 0.8 0.3 0.091
H -0.040309 -0.827145 -4.849114 -0.1 0.0 0.2 0.129
H -0.233966 -1.617438 -3.228827 -0.4 0.3 0.0 0.122
H 2.251508 -0.924270 -4.768017 0.6 0.7 0.5 0.110
H 1.961495 -2.427868 -4.071567 -1.0 -0.3 -0.2 0.129
H 3.465796 -1.645210 -2.736576 1.0 1.0 -0.2 0.090
H 1.965233 -3.031796 -1.974064 0.0 -0.3 -0.2 0.137
H 0.968748 -1.733903 -1.462981 0.1 0.3 0.7 0.118
H 2.367388 -2.540558 0.351244 0.7 -0.8 0.2 0.126
H 3.010778 -0.986822 -0.075948 0.4 0.2 0.1 0.112
H 4.896984 -3.685993 0.593117 -0.7 -0.1 0.1 0.086
H 5.127661 -1.915183 0.601014 0.5 0.0 0.4 0.085
H 6.007563 -3.028865 -0.526089 0.2 0.4 0.0 0.097
C 1.068621 4.280542 -1.670622 -1.3 1.0 0.1 -0.103
O 2.224374 3.597972 -2.125628 -0.4 0.7 1.0 -0.297
C 3.429708 4.166059 -1.543206 -0.3 -0.4 -2.6 -0.147
C 4.548062 3.279117 -2.115237 -0.5 1.4 1.8 -0.181
N 4.405497 1.978104 -1.469511 -0.4 -0.9 -1.7 -0.097
C 5.651168 1.214467 -1.559306 0.9 0.7 0.4 -0.172
C 6.159051 0.685843 -2.901174 -1.9 -0.3 1.2 -0.157
O 5.170370 -0.351773 -3.208126 2.1 0.4 -1.9 -0.228
C 5.445075 -0.877461 -4.543083 -0.7 -1.7 1.1 -0.073
H 0.145943 3.804626 -2.002689 0.3 -0.7 0.3 0.078
H 0.915099 5.285134 -2.064737 0.9 0.3 -0.8 0.092
H 1.038797 4.516156 -0.606811 0.2 -1.0 0.3 0.102
H 3.455803 4.231035 -0.455456 -0.4 -0.3 0.1 0.135
H 3.437810 5.156523 -1.998201 0.6 0.3 0.4 0.135
H 5.434318 3.809053 -1.766208 0.7 -0.3 -0.2 0.130
H 4.544616 3.237704 -3.204443 -0.1 -0.1 0.1 0.131
H 4.328057 2.082698 -0.467927 -0.5 0.3 0.4 0.070
H 5.648716 0.400334 -0.834549 -0.4 -0.3 -0.3 0.128
H 6.311865 1.949136 -1.099037 1.1 -0.3 -0.3 0.127
H 7.179136 0.374525 -2.676208 0.0 -0.7 -0.4 0.131
H 6.196817 1.382334 -3.738770 -0.1 0.3 0.2 0.115
H 5.905066 -1.865642 -4.538106 2.1 0.4 0.8 0.088
H 5.927170 -0.174433 -5.222376 -0.4 -0.2 0.0 0.097
H 4.595233 -1.461282 -4.896667 -1.4 1.6 -0.6 0.067
C -3.025038 4.772312 0.567349 1.3 0.2 -0.6 -0.132
O -4.213040 4.586613 -0.092117 -2.3 -0.8 0.2 -0.179
C -5.113604 5.652745 -0.069666 -1.8 1.3 -1.0 -0.207
C -6.615758 5.290976 -0.383059 -0.2 -1.6 1.3 -0.177
N -7.306997 4.555986 0.709581 0.1 -0.4 0.0 -0.081
C -8.505200 3.832227 0.206856 0.2 1.0 1.4 -0.189
C -9.286560 3.148180 1.384623 0.7 -0.4 -1.3 -0.201
O -8.613144 1.960138 1.755746 1.3 -0.8 -0.6 -0.236
C -9.056840 1.340860 2.959111 -0.5 1.3 -0.7 -0.093
H -2.638333 3.756552 0.649823 0.5 0.4 0.3 0.068
H -2.981551 5.330767 1.502408 -0.9 -0.3 0.5 0.093
H -2.409628 5.406046 -0.071194 0.8 -0.1 -0.3 0.083
H -4.886352 6.347431 -0.878301 0.4 0.2 -0.2 0.112
H -5.033247 6.249265 0.839075 -0.1 -0.3 0.4 0.121
H -6.700601 4.603032 -1.224271 0.7 0.3 -0.8 0.102
H -7.307381 6.111742 -0.573039 0.8 0.6 -0.3 0.116
H -6.663420 3.836340 1.006246 0.2 -0.2 0.3 0.086
H -8.265625 3.174029 -0.628289 0.1 -0.8 0.2 0.111
H -9.136437 4.574878 -0.281108 -0.4 0.2 0.3 0.110
H -10.250709 2.879540 0.952949 -0.5 0.0 0.3 0.114
H -9.389326 3.764817 2.277542 -0.1 0.5 -0.3 0.121
H -10.142728 1.366315 2.868063 -0.2 -0.3 0.8 0.085
H -8.675087 1.956431 3.773639 -0.3 -0.1 0.5 0.089
H -8.720104 0.311846 3.084959 0.2 0.2 -0.5 0.081
C 2.625679 -10.048809 -1.507563 -0.1 -1.1 0.0 -0.115
O 2.362079 -9.078174 -0.521127 -0.6 -0.5 -0.5 -0.169
C 3.351301 -8.106867 -0.423107 0.3 0.6 -0.6 -0.260
C 2.927805 -7.049987 0.527807 0.4 0.7 1.0 -0.239
N 1.836009 -6.230447 0.020293 1.1 -0.9 -0.3 -0.067
C 1.288904 -5.407482 1.080609 -0.8 -0.1 -1.7 -0.189
C 0.094607 -4.696446 0.446898 -1.0 -0.8 0.8 -0.242
O -0.655741 -4.003934 1.425238 0.3 2.1 -0.9 -0.179
C -1.411031 -2.911895 0.821748 -1.0 -1.5 1.8 -0.077
H 3.537702 -10.613245 -1.313337 0.1 -0.2 0.6 0.085
H 2.782542 -9.776012 -2.551155 -0.3 1.2 -0.1 0.084
H 1.777099 -10.732844 -1.518403 0.1 0.0 0.2 0.091
H 3.424479 -7.612234 -1.391654 0.6 0.0 -0.4 0.127
H 4.299699 -8.530710 -0.092953 0.2 -0.1 -0.2 0.130
H 3.767902 -6.404616 0.784402 0.3 0.1 -0.3 0.115
H 2.710881 -7.518716 1.487676 -0.5 -0.3 0.3 0.123
H 1.194193 -6.944886 -0.292371 -0.8 0.3 -0.1 0.106
H 2.070876 -4.693078 1.337986 -0.1 -0.1 0.6 0.112
H 0.960129 -6.083294 1.870093 0.0 0.6 0.7 0.129
H -0.616154 -5.439415 0.085086 0.2 -0.6 -0.4 0.124
H 0.313292 -4.105430 -0.442473 0.6 0.4 0.2 0.099
H -2.111276 -2.666057 1.620072 0.2 0.6 0.1 0.078
H -2.103199 -3.300400 0.074697 0.4 0.0 -0.6 0.091
H -0.859788 -2.023457 0.513665 0.4 -0.2 -0.1 0.064
C -5.446312 0.587197 1.945779 0.8 0.9 -0.8 -0.069
C -4.362492 -0.458139 2.210676 -1.4 -0.2 0.6 -0.291
O -4.958572 -1.752748 1.997524 0.7 0.1 0.4 -0.084
H -6.448333 0.158221 1.952007 0.2 0.0 0.3 0.068
H -5.332474 1.090271 0.985539 0.0 -0.2 -0.3 0.068
H -5.354179 1.399632 2.666594 -0.3 0.0 0.2 0.069
H -4.155983 -0.340292 3.274431 0.5 -0.4 0.1 0.089
H -3.415773 -0.410871 1.672540 -0.2 0.3 -0.3 0.087
H -5.099227 -2.061582 2.895540 -0.2 -0.5 -0.2 0.082
C -1.699606 2.801197 4.092348 0.6 0.2 -0.8 -0.090
C -1.173425 1.467149 4.592772 0.4 1.4 -1.5 -0.330
O -2.289752 0.728326 4.962613 -0.1 -1.0 1.3 -0.059
H -2.426893 3.248595 4.769832 0.1 0.0 -0.1 0.088
H -2.127559 2.565071 3.118079 -0.7 0.3 0.0 0.046
H -0.918763 3.518024 3.838294 0.2 0.1 0.3 0.077
H -0.367950 1.646240 5.304972 -0.6 -0.6 0.9 0.118
H -0.692986 0.989766 3.738739 0.3 -0.2 -0.1 0.090
H -2.968733 0.912599 4.309458 -0.1 0.0 0.0 0.048
C 5.291654 1.374704 3.341815 0.6 -0.4 -1.0 -0.079
C 3.902741 1.408198 2.683627 0.5 1.3 1.1 -0.288
O 3.975969 2.237525 1.519647 0.7 -0.1 0.0 -0.115
H 5.842212 2.307248 3.465675 -0.9 0.6 0.0 0.074
H 5.944165 0.893894 2.613015 0.2 -0.7 0.2 0.061
H 5.358836 0.892960 4.317267 -0.4 -0.3 -0.2 0.077
H 3.239369 1.885961 3.404582 -0.4 -0.1 0.0 0.105
H 3.501831 0.421737 2.450632 0.2 -0.1 0.0 0.109
H 3.175133 2.123358 1.002709 -1.1 -0.4 -0.2 0.017
```
Positions in Å, forces in eV/Å.